The following is a DFT calculation (ωB97M-V/def2-TZVPD) of C41H57IrN2O2S4 as an isolated structure at a distorted geometry.

Structure (ORCA input):
```
! RIJCOSX wB97M-V def2-TZVPD def2/J DEFGRID3
* xyz 3 2
Ir 0.7848 0.4387 -0.0506
C -7.1477 0.0050 -0.1643
C -6.1954 -0.4426 0.9596
C -6.2912 0.5593 2.1084
C -6.6527 -1.8231 1.4735
C -4.7910 -0.6039 0.4186
C -3.6935 0.1202 0.8445
C -2.4063 -0.0953 0.2908
N -1.3551 0.7151 0.5110
C -1.4407 1.8939 1.2071
C -2.4715 2.8226 1.2009
C -2.4169 3.9607 2.0326
C -1.4262 3.9876 3.0182
C -0.3428 3.1291 3.0298
C -0.2093 2.2491 1.9055
O 0.8930 1.8170 1.4528
C 0.6892 3.1933 4.1299
C 0.0118 3.2623 5.5031
C 1.6301 1.9903 4.1227
C 1.5084 4.4788 3.8781
C -3.3235 5.1474 1.8558
C -4.2635 5.3012 3.0677
C -4.1659 5.0471 0.5828
C -2.4363 6.4070 1.7750
C -2.2317 -1.3003 -0.4849
O -1.0040 -1.8818 -0.5096
C -3.3349 -1.9603 -1.0290
C -4.5945 -1.5581 -0.5873
C -3.3042 -3.0686 -2.0706
C -4.1243 -4.2670 -1.5634
C -1.9104 -3.5830 -2.4321
C -3.9461 -2.5031 -3.3497
H -8.1551 0.0979 0.2323
H -7.1813 -0.7074 -0.9841
H -6.8464 0.9735 -0.5585
H -7.3239 0.6087 2.4457
H -5.9973 1.5603 1.8004
H -5.6793 0.2435 2.9508
H -7.6354 -1.7163 1.9251
H -5.9582 -2.1981 2.2216
H -6.7346 -2.5627 0.6820
H -3.7817 0.8561 1.6266
H -3.2679 2.7112 0.4820
H -1.4720 4.7505 3.7813
H -0.5485 2.3507 5.7006
H -0.6669 4.1035 5.6029
H 0.7739 3.3636 6.2704
H 1.0668 1.0649 4.2291
H 2.3199 2.0607 4.9586
H 2.2102 1.9546 3.2044
H 0.8812 5.3641 3.9174
H 1.9999 4.4392 2.9092
H 2.2650 4.5552 4.6542
H -4.9031 4.4295 3.1736
H -4.8895 6.1757 2.9142
H -3.7080 5.4393 3.9903
H -4.8886 4.2366 0.6428
H -3.5348 4.9054 -0.2932
H -4.7239 5.9697 0.4509
H -2.0153 6.6787 2.7385
H -3.0395 7.2440 1.4340
H -1.6147 6.2612 1.0761
H -5.4561 -2.0571 -0.9921
H -3.7590 -4.6018 -0.5956
H -4.0279 -5.0849 -2.2718
H -5.1819 -4.0411 -1.4749
H -1.4093 -4.0019 -1.5639
H -1.2961 -2.8071 -2.8866
H -2.0211 -4.3795 -3.1629
H -4.9693 -2.1800 -3.1842
H -3.9582 -3.2761 -4.1127
H -3.3783 -1.6544 -3.7281
C 1.3847 -2.7761 -0.6906
C 2.7343 -2.3133 -0.1882
S 2.5156 -0.9909 1.0778
C 4.1073 -0.1028 0.9709
C 4.3875 0.5407 -0.3684
S 3.0750 1.7514 -0.8166
C 3.1612 1.6251 -2.6356
C 2.2371 0.5596 -3.2029
S 0.3481 -1.4196 -1.3570
H 0.7881 -3.2203 0.1082
H 1.5032 -3.5105 -1.4923
H 3.3571 -1.9433 -1.0026
H 3.2569 -3.1426 0.2959
H 4.8912 -0.8183 1.2317
H 4.0481 0.6541 1.7555
H 4.4756 -0.1882 -1.1771
H 5.3314 1.0908 -0.3096
H 4.2017 1.4316 -2.8841
H 2.8962 2.6114 -3.0201
H 2.3255 -0.3646 -2.6222
H 2.5254 0.3282 -4.2297
S 0.4540 2.1154 -4.6822
C 0.7698 1.0277 -3.2048
N 0.3936 1.7231 -2.0226
C -0.0204 2.9687 -2.2527
C -0.3444 3.9395 -1.2853
C -0.7945 5.1728 -1.6883
C -0.9680 5.4926 -3.0414
C -0.6239 4.5827 -4.0189
C -0.1230 3.3498 -3.6328
H 0.1179 0.1628 -3.3764
H -0.2041 3.7046 -0.2430
H -1.0298 5.9265 -0.9529
H -1.3520 6.4627 -3.3163
H -0.7396 4.8187 -5.0645
*
```

Orbital gap (spin up / spin down): 5.063 / 5.059 eV
Strongest force on any atom: 3.21 eV/Å
Lowest unoccupied orbital energy (spin up / spin down): -0.38484 / -0.38506 hartree

The following is a DFT calculation (ωB97M-V/def2-TZVPD) of H4S2Si in the gas phase at a distorted geometry.

Structure (ORCA input):
```
! RIJCOSX wB97M-V def2-TZVPD def2/J DEFGRID3
* xyz 0 1
S -1.9390 0.5553 0.0616
Si -0.1787 -0.7346 0.0193
S 1.5664 0.5493 0.0975
H -1.2292 1.4838 0.8038
H -0.0230 -1.2748 1.2869
H 0.1886 -1.5077 -1.1767
H 1.6149 0.9288 -1.0924
*
```

Orbital gap: 10.047 eV
Energy relative to the best compared isomer or geometry (same formula, charge and spin): 21.70 kJ/mol
Strongest force on any atom: 3.19 eV/Å
Lowest unoccupied orbital energy: 0.02175 hartree

The following is a DFT calculation (ωB97M-V/def2-TZVPD) of a 2-piece molecular cluster, C4H8O2 overall at a distorted geometry.

Structure (ORCA input):
```
! RIJCOSX wB97M-V def2-TZVPD def2/J DEFGRID3
* xyz 0 1
O -1.2740 -1.0911 1.5276
C -0.5145 -0.5657 0.5581
C 0.7357 -0.8173 0.1496
C 0.6597 0.2587 -0.9168
O 0.6885 -0.1686 -2.2612
C -0.7994 0.5111 -0.4494
H -2.0102 -0.5048 1.7483
H 1.4977 -1.5143 0.4764
H 1.3183 1.1344 -0.7819
H 1.6002 -0.4047 -2.4680
H -1.5117 0.1402 -1.1835
H -1.0599 1.5314 -0.1301
H 0.0863 0.9458 2.0786
H 0.5832 0.5448 1.6523
*
```

Orbital gap: 9.581 eV
Energy relative to the best compared isomer or geometry (same formula, charge and spin): 368.60 kJ/mol
Strongest force on any atom: 1.60 eV/Å
Lowest unoccupied orbital energy: 0.02990 hartree

The following is a DFT calculation (ωB97M-V/def2-TZVPD) of C3H2N2O in the gas phase at a distorted geometry.

Structure (ORCA input):
```
! RIJCOSX wB97M-V def2-TZVPD def2/J DEFGRID3
* xyz 0 1
C -1.1314 -0.8086 0.9152
C 0.8441 1.2056 -0.1496
C 0.4328 -0.1158 -0.7077
N -1.4899 -1.2442 1.9260
N -0.8647 -0.3011 -0.2353
O 0.5755 2.1418 0.4568
H 0.4451 -0.0177 -1.8001
H 1.1886 -0.8600 -0.4053
*
```

Orbital gap (spin up / spin down): 7.187 / 7.180 eV
Energy relative to the best compared isomer or geometry (same formula, charge and spin): 215.09 kJ/mol
Strongest force on any atom: 3.44 eV/Å
Lowest unoccupied orbital energy (spin up / spin down): -0.06259 / -0.06272 hartree

Question: Which value of strongest force on any atom does entry 4 give?
Answer: 3.44 eV/Å

Question: Which of these has the lowest strongest force on any atom?
Answer: C4H8O2

Question: strongest force on any atom of number 1 (C41H57IrN2O2S4)?
Answer: 3.21 eV/Å